Record 1
C45H59BaN7O4S3 as an isolated structure at a distorted geometry. Source: OMol25; level of theory: ωB97M-V/def2-TZVPD.

XYZ file:
```
119
Properties=species:S:1:pos:R:3
Ba 0.860 -0.562 0.317
C -2.774 3.888 0.740
C -1.736 4.826 1.382
S -0.457 3.946 2.316
C 1.097 4.302 1.437
C 1.084 4.395 -0.089
S 1.129 2.803 -0.964
C -0.201 2.897 -2.193
C -1.569 3.367 -1.716
S -2.123 2.498 -0.218
H -3.386 3.420 1.517
H -3.440 4.457 0.087
H -1.259 5.448 0.627
H -2.235 5.496 2.085
H 1.495 5.232 1.843
H 1.741 3.478 1.756
H 0.246 4.970 -0.479
H 1.993 4.926 -0.372
H 0.127 3.515 -3.028
H -0.280 1.853 -2.530
H -1.574 4.438 -1.502
H -2.295 3.163 -2.506
O 3.922 -1.293 2.975
C 2.887 -0.945 2.431
O 2.074 -1.695 1.753
C 2.402 0.530 2.508
O 2.381 1.141 3.576
O 1.968 0.990 1.378
C 3.274 -0.659 -4.628
C 3.851 -0.491 -3.213
C 3.229 0.728 -2.529
C 3.766 -1.799 -2.436
C 4.962 -2.483 -2.227
C 4.988 -3.746 -1.647
C 3.784 -4.328 -1.294
C 2.554 -3.686 -1.478
C 1.347 -4.531 -1.052
C 0.069 -3.820 -0.606
C 0.999 -5.554 -2.143
C 2.523 -2.370 -2.023
N 1.359 -1.615 -2.141
C 0.421 -2.011 -3.098
C -0.761 -1.393 -3.337
N -1.285 -0.320 -2.618
C -2.376 0.361 -3.053
C -2.550 0.975 -4.352
C -3.718 1.701 -4.613
C -4.750 1.850 -3.699
C -4.622 1.223 -2.459
C -3.485 0.506 -2.128
C -3.438 -0.281 -0.829
C -3.724 -1.761 -1.126
C -4.394 0.229 0.258
C -1.586 0.908 -5.543
C -1.804 -0.351 -6.399
C -0.093 1.099 -5.252
H 3.379 0.276 -5.198
H 2.211 -0.913 -4.576
H 3.798 -1.457 -5.167
H 4.921 -0.284 -3.319
H 2.147 0.604 -2.474
H 3.453 1.638 -3.102
H 3.621 0.862 -1.514
H 5.897 -2.018 -2.535
H 5.928 -4.261 -1.473
H 3.793 -5.316 -0.834
H 1.700 -5.095 -0.184
H -0.472 -3.379 -1.450
H 0.308 -3.036 0.106
H -0.583 -4.552 -0.108
H 0.626 -5.040 -3.034
H 0.219 -6.244 -1.792
H 1.880 -6.139 -2.425
H 0.640 -2.878 -3.732
H -1.362 -1.847 -4.130
H -3.819 2.174 -5.591
H -5.640 2.417 -3.952
H -5.445 1.289 -1.746
H -2.416 -0.225 -0.460
H -4.723 -1.865 -1.569
H -3.689 -2.365 -0.206
H -2.984 -2.153 -1.832
H -5.430 -0.080 0.064
H -4.366 1.321 0.325
H -4.102 -0.190 1.232
H -1.877 1.746 -6.178
H -1.442 -1.238 -5.881
H -1.254 -0.264 -7.347
H -2.868 -0.487 -6.626
H 0.286 0.344 -4.560
H 0.091 2.089 -4.827
H 0.477 1.025 -6.188
C -1.115 0.664 3.541
C -1.673 -0.621 3.015
N -1.323 -1.234 1.909
C -2.109 -2.369 1.812
C -2.946 -2.452 2.875
N -2.653 -1.336 3.651
C -3.311 -0.960 4.875
N -3.599 -2.138 5.656
N -4.841 -2.373 6.098
N -4.843 -3.411 6.815
C -3.557 -3.906 6.868
C -3.025 -5.021 7.511
C -1.678 -5.249 7.355
C -0.861 -4.400 6.574
C -1.371 -3.298 5.937
C -2.739 -3.076 6.116
H -0.221 0.948 2.989
H -0.822 0.576 4.594
H -1.839 1.476 3.446
H -2.004 -3.050 0.979
H -3.687 -3.182 3.172
H -4.251 -0.451 4.695
H -2.650 -0.301 5.421
H -3.653 -5.678 8.098
H -1.230 -6.106 7.842
H 0.192 -4.626 6.458
H -0.750 -2.655 5.322
```

Computed properties:
Gap between HOMO and LUMO in eV: 3.27
Total charge: -2
Relative energy (zero: lowest compared OMol25 entry of this formula, charge and spin) in kJ/mol: 276.6
E_LUMO in eV: 3.50
Strongest force on any atom in eV/Å: 6.96
HOMO level in eV: 0.237
Energy in hartree: -3654.54500

Results of the Mulliken charge analysis, in e, for atoms 1 through 2: atom 1 (Ba): 1.43, atom 2 (C): -1.15

---

Record 2
H16O8Sn as an isolated structure at a distorted geometry. Source: OMol25; level of theory: ωB97M-V/def2-TZVPD.

XYZ file:
```
25
Properties=species:S:1:pos:R:3
Sn -11.325 1.165 -13.322
O -11.293 -0.493 -11.213
H -11.088 -0.179 -10.346
H -12.007 -1.065 -11.096
O -10.979 2.344 -10.970
H -10.315 1.897 -10.384
H -10.525 3.203 -10.793
O -10.420 1.510 -15.686
H -9.483 1.587 -15.720
H -10.676 1.235 -16.575
O -9.079 2.619 -13.283
H -8.889 3.125 -14.091
H -8.274 2.741 -12.679
O -13.660 1.844 -12.344
H -13.746 2.011 -11.374
H -13.694 2.723 -12.737
O -9.220 -0.331 -13.532
H -8.822 -0.293 -12.652
H -8.679 -1.041 -13.857
O -11.748 3.562 -14.132
H -11.227 4.343 -14.031
H -12.015 3.497 -15.015
O -12.242 -1.134 -14.212
H -13.072 -1.487 -14.487
H -11.603 -1.838 -14.439
```

Computed properties:
Gap between HOMO and LUMO in eV: 10.46
Total charge: +2
Relative energy (zero: lowest compared OMol25 entry of this formula, charge and spin) in kJ/mol: 34.1
E_LUMO in eV: -6.75
Strongest force on any atom in eV/Å: 2.78
HOMO level in eV: -17.208
Energy in hartree: -825.26677

Results of the Mulliken charge analysis, in e, for atoms 1 through 2: atom 1 (Sn): 1.51, atom 2 (O): -0.47

---

Record 3
A 2-piece molecular cluster, C6H8O2 overall. Source: OMol25; level of theory: ωB97M-V/def2-TZVPD.

XYZ file:
```
16
Properties=species:S:1:pos:R:3
C -1.169 -0.454 1.261
C -1.526 -0.694 -0.055
C -0.556 -0.793 -1.045
C 0.771 -0.644 -0.682
O 1.695 -0.693 -1.699
C 1.145 -0.423 0.640
C 0.158 -0.332 1.608
H -1.949 -0.373 1.994
H -2.555 -0.801 -0.348
H -0.835 -1.019 -2.070
H 2.574 -0.844 -1.330
H 2.205 -0.355 0.842
H 0.382 -0.167 2.652
H 0.448 3.060 -0.687
H -0.329 1.799 -0.436
O -0.458 2.734 -0.645
```

Computed properties:
SMILES string: Oc1ccccc1.O
Gap between HOMO and LUMO in eV: 9.69
Relative energy (zero: lowest compared OMol25 entry of this formula, charge and spin) in kJ/mol: 9.0
E_LUMO in eV: 0.69
Strongest force on any atom in eV/Å: 0.62
HOMO level in eV: -9.004
Energy in hartree: -383.90669

Results of the Mulliken charge analysis, in e, for atoms 1 through 2: atom 1 (C): -0.55, atom 2 (C): -0.30

---

Record 4
C23H17N6PtS as an isolated structure. Source: OMol25; level of theory: ωB97M-V/def2-TZVPD.

XYZ file:
```
48
Properties=species:S:1:pos:R:3
Pt 1.341 0.929 -0.349
N -3.091 0.416 -0.646
C -1.874 0.435 -1.410
N -0.426 1.367 0.285
C -0.777 0.582 1.327
N 0.184 0.025 2.104
N 1.385 0.087 1.491
C 2.530 -0.313 1.909
C 3.633 -0.213 0.930
C 4.916 -0.620 1.245
C 5.918 -0.535 0.290
C 5.615 -0.054 -0.971
C 4.315 0.342 -1.232
N 3.348 0.277 -0.318
C -2.174 0.345 1.672
C -2.469 0.119 3.032
C -3.757 -0.026 3.476
C -4.800 0.051 2.550
C -4.540 0.226 1.214
C -3.227 0.348 0.730
H -3.949 0.495 -1.162
H -2.152 0.556 -2.457
H 2.683 -0.714 2.905
H 5.119 -1.000 2.237
H 6.928 -0.839 0.533
H 6.366 0.017 -1.745
H 4.023 0.730 -2.198
H -1.638 0.090 3.723
H -3.962 -0.182 4.526
H -5.827 -0.035 2.883
H -5.359 0.261 0.504
S -2.065 3.177 -1.201
C -0.898 3.875 -2.271
C 0.252 3.129 -2.457
C 0.258 1.926 -1.779
C -1.028 1.646 -1.012
C -1.111 -0.905 -1.283
C -1.827 -2.084 -1.434
C -1.172 -3.301 -1.401
C 0.201 -3.323 -1.219
C 0.853 -2.123 -1.048
N 0.214 -0.947 -1.071
H -1.095 4.845 -2.704
H 1.084 3.507 -3.035
H -2.897 -2.034 -1.582
H -1.726 -4.222 -1.518
H 0.754 -4.251 -1.189
H 1.922 -2.085 -0.876
```

Computed properties:
Multiplicity: 3
<S²>: 2.03
Gap between HOMO and LUMO (spin up / spin down) in eV: 5.51 / 6.03
Total charge: +1
Relative energy (zero: lowest compared OMol25 entry of this formula, charge and spin) in kJ/mol: 276.6
E_LUMO (spin up / spin down) in eV: -3.89 / -4.68
Strongest force on any atom in eV/Å: 0.78
HOMO level (spin up / spin down) in eV: -9.399 / -10.704
Energy in hartree: -1732.37372

Results of the Mulliken charge analysis, in e, for atoms 1 through 2: atom 1 (Pt): 1.23, atom 2 (N): 0.02

---

Record 5
A 2-piece molecular cluster, C22H44BrFN2PS2 overall. Source: OMol25; level of theory: ωB97M-V/def2-TZVPD.

XYZ file:
```
73
Properties=species:S:1:pos:R:3
C -1.925 3.503 2.584
C -0.771 4.513 2.691
C 0.630 3.920 2.455
C 1.317 4.202 1.108
N 0.961 3.434 -0.096
C 0.663 2.000 0.079
C 1.164 1.094 -1.056
C 0.165 -0.013 -1.438
C 0.828 -1.370 -1.701
P 0.437 -2.556 -0.194
C -0.078 -3.514 1.393
C 2.284 -3.190 -0.191
C 2.883 -3.686 -1.503
F 3.087 -2.077 0.220
C -0.197 -4.043 -1.376
Br 0.314 -5.874 -0.766
C -1.720 -4.033 -1.502
C -2.215 -3.022 -2.545
C 0.123 4.079 -1.028
S -1.420 4.546 -0.799
S 0.997 4.315 -2.519
C -0.292 4.488 -3.772
C 0.352 4.751 -5.145
C 0.046 3.661 -6.182
H -2.265 3.197 3.576
H -1.618 2.604 2.050
H -2.781 3.921 2.056
H -0.780 4.921 3.706
H -0.937 5.364 2.029
H 1.305 4.361 3.197
H 0.613 2.851 2.677
H 2.394 4.065 1.256
H 1.174 5.259 0.870
H -0.415 1.858 0.225
H 1.160 1.697 0.999
H 1.408 1.704 -1.927
H 2.096 0.624 -0.735
H -0.571 -0.125 -0.629
H -0.389 0.306 -2.329
H 0.504 -1.762 -2.672
H 1.905 -1.211 -1.787
H -0.943 -2.031 -0.225
H 0.849 -1.431 0.652
H 0.651 -4.238 1.766
H -0.225 -2.754 2.168
H -1.029 -4.046 1.275
H 2.456 -3.944 0.582
H 2.349 -3.338 -2.387
H 3.927 -3.367 -1.554
H 2.883 -4.777 -1.524
H 0.221 -3.976 -2.381
H -2.180 -3.840 -0.531
H -2.047 -5.029 -1.814
H -2.278 -3.477 -3.536
H -3.222 -2.680 -2.291
H -1.586 -2.134 -2.589
H -0.877 3.568 -3.763
H -0.955 5.298 -3.470
H 1.436 4.838 -5.035
H 0.012 5.719 -5.515
H -0.148 2.708 -5.687
H 0.881 3.512 -6.867
H -0.843 3.908 -6.764
N -1.667 -3.678 4.991
C -1.950 -2.672 5.873
C -0.883 -2.551 6.725
C 0.083 -3.520 6.333
C -0.436 -4.198 5.262
H -2.262 -3.981 4.242
H -2.875 -2.125 5.815
H -0.798 -1.839 7.529
H 1.049 -3.691 6.778
H -0.032 -4.993 4.659
```

Computed properties:
Gap between HOMO and LUMO in eV: 6.01
Total charge: -1
Relative energy (zero: lowest compared OMol25 entry of this formula, charge and spin) in kJ/mol: 0.0
E_LUMO in eV: 1.95
Strongest force on any atom in eV/Å: 0.44
HOMO level in eV: -4.051
Energy in hartree: -4785.67309

Results of the Mulliken charge analysis, in e, for atoms 1 through 2: atom 1 (C): -1.04, atom 2 (C): -0.40

---

Q: The highest energy belongs to which entry?
A: C6H8O2

---

Q: Which value of energy does entry 5 give?
A: -4785.67309 hartree

---

Q: What is the energy in the fifth record?
A: -4785.67309 hartree

---

Q: What is the formula in the third record?
A: C6H8O2